No. 1
Molecular formula: C9H13O3
Method: DFT, ωB97M-V/def2-TZVPD

Computed properties:
Relative energy (zero: lowest compared OMol25 entry of this formula, charge and spin): 199.01 kJ/mol
HOMO energy (alpha / beta): -0.237 / -0.303 hartree
Gap between HOMO and LUMO (alpha / beta): 6.99 / 8.24 eV
Electronic energy: -15681.4338 eV
2S+1: 2
Total charge: 0
<S²>: 0.7902

The geometry in XYZ format:
```
25
Properties=species:S:1:pos:R:3:forces:R:3
C -2.93972 -0.30328 0.63599 0.084 -0.017 0.197
C -2.07938 -0.53102 -0.61811 -0.196 -0.104 -0.083
C -0.62299 -0.57140 -0.27024 -0.280 0.184 -0.462
C 0.08400 0.62285 -0.07255 0.628 0.367 1.150
C 1.32623 0.58369 0.52229 -2.716 -1.174 0.388
C 2.06404 -0.69206 0.69781 -1.068 0.113 0.151
C 1.29576 -1.92808 0.33875 -0.181 0.283 -0.262
C 0.02462 -1.81714 -0.12998 0.371 -0.568 -0.020
O 3.14327 -0.48970 -0.21867 0.992 0.518 -0.971
O 2.47827 0.18398 -1.35168 2.351 0.499 -0.603
O 1.92759 1.72361 0.85277 1.598 0.900 0.541
C -0.44552 1.96582 -0.44900 -0.650 0.387 -0.262
H -4.00773 -0.28752 0.39742 0.131 -0.021 0.044
H -2.74590 -1.09447 1.36867 -0.137 0.003 -0.153
H -2.68240 0.63213 1.14583 -0.046 -0.043 -0.227
H -2.35789 -1.48976 -1.07108 -0.038 0.142 0.022
H -2.29688 0.24730 -1.35970 0.048 -0.105 0.110
H 3.00872 1.03839 -1.42792 -0.794 -1.596 0.257
H 2.43304 -0.74385 1.72855 0.737 -0.090 -0.212
H 1.85484 -2.86456 0.31244 -0.225 0.249 0.165
H -0.50419 -2.70508 -0.49285 0.134 0.223 0.323
H 2.85924 1.58092 1.13034 -0.850 -0.090 -0.258
H 0.36478 2.70916 -0.48100 -0.471 -0.227 0.015
H -0.94907 1.92665 -1.42465 0.314 0.030 0.077
H -1.23271 2.30343 0.23656 0.263 0.137 0.072
```
Forces are in eV/Å.

natural (NBO) atomic charges, in units of e: -0.596, -0.428, 0.023, -0.124, 0.388, -0.051, -0.224, -0.216, -0.284, -0.450, -0.675, -0.638, 0.208, 0.206, 0.203, 0.205, 0.207, 0.469, 0.205, 0.213, 0.210, 0.490, 0.231, 0.213, 0.217

***

No. 2
Molecular formula: C9H13O4PSm
Method: DFT, ωB97M-V/def2-TZVPD

Computed properties:
HOMO energy (alpha / beta): -0.774 / -0.773 hartree
Gap between HOMO and LUMO (alpha / beta): 6.35 / 7.60 eV
Electronic energy: -44892.3061 eV
2S+1: 6
Total charge: +3
<S²>: 8.7766

The geometry in XYZ format:
```
28
Properties=species:S:1:pos:R:3:forces:R:3
Sm -0.11742 -0.35504 -0.29748 -0.520 -0.601 2.092
C -0.08443 1.09461 1.71343 -0.118 3.712 5.352
O -0.10938 1.81874 2.61313 0.123 -3.161 -3.855
C -0.03675 2.14445 -0.69084 0.270 6.473 -1.263
O 0.02563 3.28686 -0.86310 -0.293 -5.371 0.818
C -2.58816 0.05736 0.24610 -6.022 0.793 1.240
O -3.71166 0.18340 0.47912 5.086 -0.569 -1.017
C 2.32557 0.21791 0.03640 6.689 1.037 1.136
O 3.45595 0.38445 0.22393 -5.462 -0.749 -0.923
C -0.02448 -1.89050 -2.15388 -0.025 0.771 -2.554
H 0.90102 -2.43790 -1.94361 0.080 0.225 -0.046
H -0.94125 -2.45019 -1.92187 -0.025 0.194 -0.151
C -0.04098 -0.64215 -2.73379 0.205 -2.194 -1.662
H -0.96841 -0.15903 -3.09659 0.172 -0.256 0.448
H 0.88220 -0.12181 -3.05874 -0.266 -0.362 0.328
C -1.15132 -2.80017 3.29056 -1.089 0.806 -0.095
P -0.07614 -2.20160 1.94490 1.130 -2.111 1.141
C 1.53049 -2.12060 2.83641 -0.096 0.930 -0.168
C 0.29879 -3.80957 1.07198 -0.585 0.597 -0.770
H -1.28498 -1.99993 4.03052 0.091 -0.257 -0.032
H -0.73212 -3.69696 3.76987 0.107 0.332 -0.298
H -2.14962 -3.02913 2.89615 0.188 -0.096 0.134
H 1.49825 -1.30524 3.56881 0.190 -0.211 -0.020
H 1.69270 -3.07896 3.35072 -0.043 0.296 -0.201
H 2.33840 -1.93006 2.11965 0.063 -0.151 0.291
H 0.49616 -4.57365 1.85396 -0.053 0.474 -0.541
H -0.56834 -4.10753 0.45255 0.467 -0.179 0.303
H 1.18277 -3.66236 0.42343 -0.262 -0.370 0.313
```
Forces are in eV/Å.

natural (NBO) atomic charges, in units of e: 1.312, 0.491, -0.268, 0.485, -0.235, 0.480, -0.238, 0.475, -0.233, -0.458, 0.286, 0.280, -0.443, 0.295, 0.291, -0.910, 0.775, -0.906, -0.906, 0.277, 0.294, 0.272, 0.266, 0.293, 0.233, 0.304, 0.254, 0.236

***

No. 3
Molecular formula: C9H13OP
Method: DFT, ωB97M-V/def2-TZVPD

Computed properties:
Relative energy (zero: lowest compared OMol25 entry of this formula, charge and spin): 0.00 kJ/mol
HOMO energy: -0.323 hartree
Gap between HOMO and LUMO: 9.58 eV
Electronic energy: -20880.0936 eV
Total charge: 0
SMILES: CP(C)(=O)Cc1ccccc1

The geometry in XYZ format:
```
24
Properties=species:S:1:pos:R:3:forces:R:3
C 3.42586 0.88139 0.40353 0.380 -2.269 1.214
C 2.82760 1.71868 -0.42058 -1.164 3.773 -0.670
C 2.84932 -0.40852 0.54453 3.963 0.437 1.656
C 1.57366 1.49413 -0.97021 0.770 -1.305 0.759
C 1.81214 -0.79240 -0.17934 -2.609 1.907 -1.084
C 1.04848 0.24005 -0.82812 -0.834 -1.064 -1.239
C -3.24886 0.12313 -0.61953 -0.763 -1.548 -2.120
C -1.19570 -0.65302 1.35814 2.042 0.222 1.487
C -0.33709 -0.13307 -1.39396 -0.009 3.647 1.546
O -1.32660 1.80328 0.40744 0.014 2.545 0.375
P -1.59184 0.44268 0.00320 1.377 -3.414 -2.011
H 4.28407 1.19039 0.96868 0.301 -0.155 0.169
H 3.09359 2.78177 -0.45401 0.633 -0.450 -0.137
H 3.41333 -1.07652 1.20978 -0.503 -0.079 -0.352
H 1.09824 2.35774 -1.33085 -1.051 0.529 -0.836
H 1.41139 -1.76222 -0.12416 -0.419 -1.181 0.043
H -3.22698 0.09637 -1.79994 -0.040 0.259 2.326
H -3.72359 -0.88099 -0.31423 0.863 1.601 -0.213
H -3.85052 0.96722 -0.29097 -0.263 -0.097 -0.048
H -0.19507 -0.20024 1.70465 -1.366 -0.430 -0.422
H -1.86958 -0.47284 2.21155 0.057 -0.348 -0.399
H -0.90574 -1.71384 1.22646 -0.841 0.467 -0.269
H -0.57782 0.47286 -2.31095 0.207 -0.742 0.816
H -0.24185 -1.14463 -1.57091 -0.745 -2.302 -0.594
```
Forces are in eV/Å.

natural (NBO) atomic charges, in units of e: -0.230, -0.190, -0.184, -0.218, -0.249, 0.013, -1.043, -1.064, -0.745, -1.097, 1.949, 0.215, 0.204, 0.207, 0.224, 0.205, 0.253, 0.255, 0.263, 0.271, 0.254, 0.248, 0.236, 0.223

***

No. 4
Molecular formula: C9H13OP
Method: DFT, ωB97M-V/def2-TZVPD

Computed properties:
Relative energy (zero: lowest compared OMol25 entry of this formula, charge and spin): 317.60 kJ/mol
HOMO energy: -0.339 hartree
Gap between HOMO and LUMO: 10.14 eV
Electronic energy: -20876.8019 eV
Total charge: 0
SMILES: O=C1C[C@]2(CC2)P[C@@]2(CC2)C1

The geometry in XYZ format:
```
24
Properties=species:S:1:pos:R:3:forces:R:3
C -1.26248 -0.53489 1.13760 1.317 -1.545 1.043
C -1.79536 -0.02900 -0.14650 1.418 0.866 0.979
C -0.16634 -1.60431 0.95520 -0.080 2.756 -2.930
C -0.53201 2.14147 -0.37839 0.357 0.989 -2.502
C -1.23131 1.85837 -1.74205 -0.499 0.553 2.164
C 2.44248 -1.47152 0.49621 -1.864 0.074 0.513
C 1.95629 -0.20191 1.05740 -0.359 -0.596 0.686
C -0.69595 0.75975 -0.88107 -3.217 0.183 0.679
C 1.04510 -1.04221 0.20349 -0.678 1.943 -1.177
O -1.62399 -0.22598 2.24949 -0.256 0.370 -0.385
P 0.75010 -0.03076 -1.43492 2.253 -2.220 1.157
H -2.13418 -0.84197 -0.67701 -0.254 -2.197 -1.695
H -2.70466 0.43872 0.07982 -1.050 1.819 0.172
H 0.16411 -1.97464 1.83014 0.830 -1.281 3.252
H -0.57891 -2.35258 0.35521 -0.812 -1.577 -0.846
H 0.37181 2.68172 -0.49043 1.341 -0.217 -0.379
H -0.98040 2.62166 0.43527 -1.624 -0.219 1.111
H -2.26242 2.09241 -1.87527 -0.969 -0.501 0.778
H -0.83183 2.07796 -2.66522 1.917 0.519 -1.573
H 3.11334 -1.37318 -0.27066 1.772 -0.391 -1.588
H 2.51879 -2.17216 1.25766 0.596 -1.803 0.663
H 1.76061 -0.28945 2.12345 0.173 0.915 -0.150
H 2.42557 0.58848 0.55184 0.211 1.656 0.304
H 0.25164 -1.11597 -2.17125 -0.524 -0.098 -0.273
```
Forces are in eV/Å.

natural (NBO) atomic charges, in units of e: 0.630, -0.507, -0.508, -0.410, -0.401, -0.416, -0.443, -0.392, -0.242, -0.535, 0.631, 0.225, 0.234, 0.217, 0.214, 0.220, 0.234, 0.218, 0.214, 0.217, 0.214, 0.220, 0.220, -0.053

***

No. 5
Molecular formula: C9H14
Method: DFT, ωB97M-V/def2-TZVPD

Computed properties:
Relative energy (zero: lowest compared OMol25 entry of this formula, charge and spin): 70.98 kJ/mol
HOMO energy (alpha / beta): 0.037 / -0.118 hartree
Gap between HOMO and LUMO (alpha / beta): 2.74 / 6.83 eV
Electronic energy: -9558.0615 eV
2S+1: 2
Total charge: -1
<S²>: 0.7614

The geometry in XYZ format:
```
23
Properties=species:S:1:pos:R:3:forces:R:3
C 2.65918 -2.28295 -2.01038 0.795 -0.829 -0.135
C 0.48640 0.20432 0.55614 0.628 1.765 0.046
C 0.54517 -1.15979 0.85609 -0.555 -1.599 0.427
C 0.94798 0.71455 -0.66607 -1.309 -1.080 -0.315
C 1.06495 -2.02715 -0.09201 0.994 0.160 -0.478
C 1.35552 -0.17014 -1.66092 0.503 -0.079 -0.071
C 1.60646 -1.54851 -1.27548 -0.004 0.184 0.386
H 0.17016 0.89697 1.32329 -0.100 0.168 0.055
H 0.22823 -1.56688 1.82036 -0.103 0.257 -0.236
H 0.71184 1.73650 -0.92677 0.311 0.402 0.102
H 1.24456 -3.08651 0.06957 -0.176 -0.091 0.537
H 1.60960 0.09497 -2.69266 -0.098 0.366 0.356
H 3.63782 -1.76858 -2.00119 -0.308 0.537 -0.337
H 2.35834 -2.45088 -3.05217 0.358 -0.152 -0.198
H 3.00882 -3.23371 -1.55525 -0.912 0.021 -0.155
C -2.75899 1.32542 1.83121 0.482 -1.017 0.779
C -2.62306 2.60269 1.03691 -1.079 1.211 -0.653
H -1.81579 1.00006 2.28283 0.037 0.017 -0.425
H -3.44762 1.27317 2.70121 -0.006 0.694 -0.666
H -3.06229 0.53565 1.13952 0.051 -0.090 0.225
H -1.87551 3.36084 1.30380 0.041 -0.550 0.413
H -3.58494 3.14656 1.04244 0.206 -0.072 0.066
H -2.46684 2.40340 -0.03045 0.242 -0.223 0.279
```
Forces are in eV/Å.

natural (NBO) atomic charges, in units of e: -0.615, -0.385, -0.365, -0.227, -0.208, -0.390, -0.166, 0.168, 0.173, 0.175, 0.170, 0.166, 0.173, 0.172, 0.186, -0.635, -0.621, 0.222, 0.186, 0.215, 0.203, 0.184, 0.217